No. 1
14
Properties=species:S:1:pos:R:3 method="wB97M-V/def2-TZVPD" charge=-1 orbital_gap_ev=7.7 homo_ha=-0.149 spin_multiplicity=1
S -0.161 -0.781 -0.822
H -1.331 -1.237 -0.374
H 1.927 -1.109 0.880
H 3.266 -0.686 0.352
O 2.874 -1.122 1.115
H -3.006 0.677 -1.457
H -2.356 1.984 -1.198
O -3.237 1.611 -1.336
H 0.410 -1.229 2.509
H -0.715 -1.862 1.799
O -0.498 -1.509 2.674
H 0.360 1.238 -1.513
H 1.636 1.919 -1.069
O 0.833 2.106 -1.562

---

No. 2
14
Properties=species:S:1:pos:R:3 method="wB97M-V/def2-TZVPD" charge=0 orbital_gap_ev=10.3 homo_ha=-0.357 spin_multiplicity=1 smiles="O=CCCNC=O"
O -1.676 -1.003 -2.587
C -0.754 -1.293 -1.857
C 0.009 -0.331 -1.002
C -0.242 -0.526 0.510
N -0.168 0.762 1.283
C 0.990 1.514 1.383
O 0.991 2.485 2.141
H -0.281 -2.295 -1.737
H 1.071 -0.353 -1.237
H -0.216 0.740 -1.311
H -1.248 -1.012 0.652
H 0.635 -0.926 1.072
H -0.930 1.163 1.888
H 1.820 1.075 0.804

---

No. 3
9
Properties=species:S:1:pos:R:3 method="wB97M-V/def2-TZVPD" charge=0 s2=2.01 orbital_gap_ev="9.0 / 7.1" homo_ha="-0.299 / -0.351" spin_multiplicity=3
C -0.188 0.955 0.013
C 0.756 0.055 0.008
C 1.791 -0.720 -0.031
N -2.074 -0.476 0.076
O -3.260 -0.480 -0.023
O -1.542 0.807 -0.024
H 0.048 2.008 0.073
H 2.228 -1.122 0.870
H 2.240 -1.028 -0.962

---

no.,energy (eV)
1,-19173.3646
2,-9845.2947
3,-8737.3300